Computed, not measured: C14H10N3NiO3 as an isolated structure, with ωB97M-V/def2-TZVPD.

## Properties
- Kohn-Sham gap: 6.3 eV
- LUMO: -4.90 eV

Structure (ORCA input):
```
! wB97M-V def2-TZVPD RIJCOSX def2/J DEFGRID3
* xyz 1 1
Ni -0.562 -0.300 -1.410
O 1.173 1.129 3.376
C 0.123 1.920 3.120
C -0.234 2.829 4.117
C -1.299 3.680 3.934
C -2.049 3.658 2.752
C -1.711 2.768 1.767
C -0.625 1.883 1.926
C -0.319 0.965 0.854
O -1.053 0.978 -0.229
N 0.704 0.119 0.964
N 0.751 -0.618 -0.162
C 1.549 -1.595 -0.383
C 1.365 -2.207 -1.695
C 2.134 -3.232 -2.206
C 1.885 -3.673 -3.500
C 0.884 -3.073 -4.243
C 0.137 -2.062 -3.661
N 0.360 -1.648 -2.415
H 1.334 0.545 2.613
H 0.352 2.840 5.025
H -1.557 4.379 4.719
H -2.882 4.333 2.620
H -2.273 2.730 0.845
H 2.288 -1.913 0.342
H 2.923 -3.665 -1.606
H 2.477 -4.472 -3.924
H 0.670 -3.380 -5.256
H -0.665 -1.574 -4.200
O -3.484 -0.795 -2.067
C -2.396 -0.552 -2.015
*
```

natural (NBO) atomic charge list, values in e, 4 entries:
1. Ni 0.95
2. O -0.65
3. C 0.39
4. C -0.28